w:
The following is a DFT calculation (ωB97M-V/def2-TZVPD) of the molecule C4H5NO2.

Values from the calculation:
* SMILES: O=CC(=O)N1CC1
* HOMO energy: -10.1031 eV
* multiplicity: 1
* LUMO energy: -0.384 eV
* net charge: 0
* gap between HOMO and LUMO: 0.35716 hartree

Atoms and positions in Å:
O1 2.1465 1.5065 0.4177
C1 2.0515 0.3139 0.5340
C2 0.8866 -0.4901 0.0108
O2 0.9429 -1.7058 0.0789
N1 -0.1537 0.1729 -0.6017
C3 -1.3608 -0.6126 -0.5217
C4 -1.3143 0.7932 0.0210
H1 2.7957 -0.3375 1.0307
H2 -1.0472 -1.5341 0.0169
H3 -1.8967 -0.7488 -1.4554
H4 -1.7046 1.5968 -0.6109
H5 -1.3460 1.0455 1.0797

---

x:
The following is a DFT calculation (ωB97M-V/def2-TZVPD) of the molecule C4H5NO2.

Values from the calculation:
* SMILES: Nc1cc(O)co1
* HOMO energy (alpha / beta): -7.3087 / -7.3095 eV
* multiplicity: 1
* LUMO energy (alpha / beta): 0.544 / 0.543 eV
* net charge: 0
* gap between HOMO and LUMO (alpha / beta): 0.28857 / 0.28858 hartree

Atoms and positions in Å:
N1 -2.1955 -0.1087 -0.4381
C1 -1.0376 -0.3366 0.3542
C2 0.2669 -0.9329 -0.0020
C3 1.1790 0.1313 0.0573
O1 2.3511 0.4722 -0.5561
C4 0.5686 1.0037 0.9397
O2 -0.7667 0.8162 1.0113
H1 -2.0233 0.6527 -1.1024
H2 -2.6512 -0.8826 -0.8921
H3 0.5420 -1.9873 -0.0819
H4 2.7251 -0.2313 -1.1036
H5 1.0416 1.4033 1.8138

---

y:
The following is a DFT calculation (ωB97M-V/def2-TZVPD) of the molecule C4H5NO2.

Values from the calculation:
* SMILES: O=C1OC[C@@H]2N[C@H]12
* HOMO energy: -10.2843 eV
* multiplicity: 1
* LUMO energy: 0.841 eV
* net charge: 0
* gap between HOMO and LUMO: 0.40887 hartree

Atoms and positions in Å:
C1 -1.3494 -0.2053 -0.0624
C2 0.7383 -1.0717 -0.2247
C3 0.8878 0.4520 -0.1007
C4 -0.5045 1.0162 -0.0749
H1 0.8406 -1.4696 -1.2563
H2 1.3594 -1.7177 0.4613
H3 1.6005 1.0087 -0.6944
H4 0.0506 0.4974 1.7501
H5 -0.7852 1.8754 -0.6849
N1 0.3611 1.1490 1.0536
O1 -2.5522 -0.2076 -0.2853
O2 -0.6470 -1.3266 0.1185

---

We find y to be the most stable, with the next structure 0.931 eV higher.

---

w:
The following is a DFT calculation (ωB97M-V/def2-TZVPD) of the ion C4H8NO2 with charge -1.

Values from the calculation:
* SMILES: CN[C@@H](C)C(=O)[O-]
* HOMO energy: -3.3260 eV
* multiplicity: 1
* LUMO energy: 4.251 eV
* net charge: -1
* gap between HOMO and LUMO: 0.27843 hartree

Atoms and positions in Å:
C1 1.1364 -1.0628 -1.2836
N1 0.0644 -0.1951 -0.9339
C2 -1.1224 1.5028 0.2535
C3 0.1568 0.5116 0.2798
C4 -0.0263 -0.5384 1.6679
O1 -1.1544 -1.1278 1.6009
O2 0.9110 -0.7815 2.4165
H1 0.8160 -1.5522 -2.1629
H2 1.4891 -1.8349 -0.4709
H3 1.9517 -0.3884 -1.6017
H4 -0.8088 -0.7485 -0.8764
H5 -1.8928 1.0828 -0.4736
H6 -1.6732 1.4569 1.2177
H7 -0.8963 2.6224 0.0614
H8 1.0489 1.0532 0.3053

---

x:
The following is a DFT calculation (ωB97M-V/def2-TZVPD) of a cluster of 2 separate species, C4H8NO2 in total.

Values from the calculation:
* HOMO energy (alpha / beta): -3.0291 / -2.8716 eV
* multiplicity: 1
* LUMO energy (alpha / beta): 4.150 / 4.128 eV
* net charge: -1
* gap between HOMO and LUMO (alpha / beta): 0.26384 / 0.25724 hartree

Atoms and positions in Å:
C1 1.7240 0.4612 0.0440
C2 -1.3150 -0.0844 1.1273
C3 -0.7250 0.7049 -1.0765
C4 -1.4158 -0.3621 -0.3402
N1 2.4045 -0.5942 -0.1923
O1 3.5987 -0.2820 0.1705
O2 2.0044 -1.7393 -0.4411
H1 2.2628 1.3872 -0.1423
H2 -1.3309 0.9595 1.5245
H3 -1.9734 -0.7795 1.6668
H4 -0.4014 -0.4918 1.5432
H5 -0.5530 0.8468 -2.1320
H6 -0.9115 1.6347 -0.6067
H7 -2.4386 -0.3391 -0.6541
H8 -0.9297 -1.3219 -0.4911

---

We find w to be the most stable, with the next structure 7.376 eV higher.

---

w:
The following is a DFT calculation (ωB97M-V/def2-TZVPD) of the molecule C3H5N3.

Values from the calculation:
* SMILES: Nc1cn[nH]c1
* HOMO energy: -8.2526 eV
* multiplicity: 1
* LUMO energy: 1.087 eV
* net charge: 0
* gap between HOMO and LUMO: 0.34322 hartree

Atoms and positions in Å:
N1 -1.7845 -0.3447 -0.3452
C1 -0.4519 0.0189 -0.1578
C2 0.6194 -0.8395 -0.2731
N2 1.7352 -0.0799 -0.0372
N3 1.4432 1.1926 0.2009
C3 0.1136 1.2622 0.1670
H1 -2.4371 0.0321 0.3243
H2 -1.9306 -1.3396 -0.4667
H3 0.3913 -1.7233 0.2871
H4 2.7040 -0.3633 -0.0760
H5 -0.4026 2.1843 0.3767

---

x:
The following is a DFT calculation (ωB97M-V/def2-TZVPD) of the molecule C3H5N3.

Values from the calculation:
* SMILES: Nc1cn[nH]c1
* HOMO energy: -7.8281 eV
* multiplicity: 1
* LUMO energy: 1.018 eV
* net charge: 0
* gap between HOMO and LUMO: 0.32507 hartree

Atoms and positions in Å:
N1 -1.8176 -0.4140 -0.1341
C1 -0.4899 -0.0378 -0.1170
C2 0.6880 -0.7930 -0.0820
N2 1.7710 0.0373 -0.2611
N3 1.3605 1.3142 -0.0817
C3 0.1085 1.1256 0.3840
H1 -2.5013 0.1440 0.3526
H2 -2.1898 -0.9957 -0.8706
H3 0.7576 -1.7578 0.3885
H4 2.5221 -0.1938 -0.9048
H5 -0.2091 1.5711 1.3262

---

We find w to be the most stable, with the next structure 1.975 eV higher.

---

w:
The following is a DFT calculation (ωB97M-V/def2-TZVPD) of the molecule C3H5N3.

Values from the calculation:
* HOMO energy: -7.7757 eV
* multiplicity: 1
* LUMO energy: 0.609 eV
* net charge: 0
* gap between HOMO and LUMO: 0.30812 hartree

Atoms and positions in Å:
N1 1.9012 -0.5349 0.3978
C1 0.6293 -0.2769 0.1222
C2 -0.2452 -0.3689 -1.0455
N2 -1.5275 0.0959 -0.7667
C3 -1.4703 0.5194 0.4589
N3 -0.2391 0.3663 1.0257
H1 2.2724 -1.1185 -0.3562
H2 0.9245 0.5329 -0.7806
H3 -0.0168 -0.8324 -1.9966
H4 -2.2941 0.9852 0.9932
H5 0.0657 0.6319 1.9477

---

x:
The following is a DFT calculation (ωB97M-V/def2-TZVPD) of the molecule C3H5N3.

Values from the calculation:
* SMILES: C=NCC1=NN1
* HOMO energy: -9.6177 eV
* multiplicity: 1
* LUMO energy: 0.728 eV
* net charge: 0
* gap between HOMO and LUMO: 0.38021 hartree

Atoms and positions in Å:
N1 0.4655 -1.2971 -1.9353
C1 -0.0523 -0.8454 -0.7023
C2 0.3850 -0.4009 0.6384
N2 -0.4601 0.5823 1.3338
C3 -0.5458 1.7635 0.8931
N3 -1.0127 -0.8299 -1.4885
H1 0.4970 -2.3221 -1.9572
H2 0.5408 -1.2742 1.2827
H3 1.3899 -0.0123 0.4842
H4 -1.0125 2.5195 1.5350
H5 -0.1947 2.1166 -0.0840

---

We find w to be the most stable, with the next structure 0.745 eV higher.

---

w:
The following is a DFT calculation (ωB97M-V/def2-TZVPD) of a cluster of 4 separate species, H9O4 in total.

Values from the calculation:
* HOMO energy: -15.7812 eV
* multiplicity: 1
* LUMO energy: -3.497 eV
* net charge: +1
* gap between HOMO and LUMO: 0.45143 hartree

Atoms and positions in Å:
O1 -0.5969 0.0550 -0.2136
H1 0.0244 -0.7129 -0.1061
H2 -0.9572 0.3106 0.7992
H3 0.2517 0.6916 -0.1976
O2 1.7522 1.4494 -0.1289
H4 2.6906 1.5817 0.1194
H5 1.6823 2.3608 -0.7272
O3 -2.2329 0.3633 1.5952
H6 -3.0460 -0.2254 1.6275
H7 -2.5274 1.3202 1.2648
O4 0.9088 -2.0102 -1.1716
H8 0.5649 -2.9444 -0.8765
H9 1.4857 -2.2398 -1.9846

---

x:
The following is a DFT calculation (ωB97M-V/def2-TZVPD) of a cluster of 4 separate species, H9O4 in total.

Values from the calculation:
* HOMO energy: -16.4443 eV
* multiplicity: 1
* LUMO energy: -3.319 eV
* net charge: +1
* gap between HOMO and LUMO: 0.48236 hartree

Atoms and positions in Å:
O1 0.8413 -2.2867 1.3124
H1 0.1643 -2.1868 1.9990
H2 1.4035 -2.9398 1.7518
O2 0.4577 2.1579 0.2818
H3 1.0587 2.7590 -0.1765
H4 0.5727 2.2200 1.2398
O3 -1.5755 0.1505 -1.7660
H5 -1.4822 1.0493 -2.1037
H6 -2.4348 -0.1347 -2.0979
O4 0.3612 -0.2269 -0.0486
H7 0.5102 0.8513 0.0488
H8 -0.4125 -0.2374 -0.6888
H9 0.5354 -1.1757 0.2480

---

y:
The following is a DFT calculation (ωB97M-V/def2-TZVPD) of a cluster of 4 separate species, H9O4 in total.

Values from the calculation:
* HOMO energy: -15.6828 eV
* multiplicity: 1
* LUMO energy: -3.228 eV
* net charge: +1
* gap between HOMO and LUMO: 0.45770 hartree

Atoms and positions in Å:
O1 -2.0348 -0.8222 -1.9073
H1 -2.5821 -1.5856 -1.5617
H2 -2.5519 -0.4869 -2.6539
O2 2.0196 -1.1378 1.3423
H3 1.9833 -1.5132 2.2026
H4 2.9648 -0.9356 1.1841
O3 0.1281 2.0289 0.7974
H5 0.9597 2.4618 1.0258
H6 -0.5515 2.5313 1.2549
O4 -0.0783 -0.1084 -0.3127
H7 0.2748 -0.6696 0.3881
H8 0.0586 1.0421 -0.2116
H9 -0.8331 -0.5275 -0.9852

---

z:
The following is a DFT calculation (ωB97M-V/def2-TZVPD) of a cluster of 4 separate species, H9O4 in total.

Values from the calculation:
* HOMO energy: -16.2542 eV
* multiplicity: 1
* LUMO energy: -3.129 eV
* net charge: +1
* gap between HOMO and LUMO: 0.48233 hartree

Atoms and positions in Å:
O1 2.1029 1.1008 -1.1515
H1 1.9757 1.4211 -2.0602
H2 3.0417 0.9759 -0.9563
O2 -2.0436 -0.5177 -1.1742
H3 -2.4296 -1.3122 -1.5947
H4 -2.4112 0.2202 -1.6766
O3 -0.1162 -0.9242 2.3028
H5 0.4987 -1.5280 2.7327
H6 -0.9179 -0.8723 2.8357
O4 0.0475 0.4540 0.2382
H7 -0.7173 0.3454 -0.3650
H8 0.0797 -0.0022 1.1606
H9 0.8895 0.6393 -0.2914

---

We find z to be the most stable, with the next structure 0.422 eV higher.

---

w:
The following is a DFT calculation (ωB97M-V/def2-TZVPD) of a cluster of 4 separate species, H9O4 in total.

Values from the calculation:
* HOMO energy: -16.5554 eV
* multiplicity: 1
* LUMO energy: -3.175 eV
* net charge: +1
* gap between HOMO and LUMO: 0.49171 hartree

Atoms and positions in Å:
O1 -0.9851 1.8337 -1.2399
H1 -0.3867 2.5702 -1.4620
H2 -1.8313 2.1042 -1.6163
O2 1.1993 0.8335 1.8292
H3 1.1668 1.7940 1.9279
H4 1.5736 0.4978 2.6625
O3 -0.1302 -2.6397 -0.6645
H5 -0.0048 -2.7932 -1.6076
H6 0.5614 -3.1536 -0.2237
O4 -0.4104 -0.2893 0.1801
H7 0.1696 0.1225 0.8986
H8 -0.3365 -1.2663 -0.1547
H9 -0.5857 0.3862 -0.5297

---

x:
The following is a DFT calculation (ωB97M-V/def2-TZVPD) of a structure of composition H9O4.

Values from the calculation:
* HOMO energy: -16.4420 eV
* multiplicity: 1
* LUMO energy: -3.160 eV
* net charge: +1
* gap between HOMO and LUMO: 0.48811 hartree

Atoms and positions in Å:
O1 -1.9973 1.3962 0.8843
H1 -2.0369 1.3169 1.8440
H2 -2.1401 2.3343 0.7334
O2 1.4068 0.2066 -2.2103
H3 2.3399 0.3990 -2.1082
H4 1.1791 0.0212 -3.1282
O3 0.5225 -1.7777 1.4877
H5 0.2665 -2.6317 1.8325
H6 0.9161 -1.2078 2.1525
O4 0.0157 0.1390 -0.2609
H7 0.6060 0.2641 -1.1814
H8 0.2381 -0.5784 0.3795
H9 -0.7837 0.5992 0.1162

---

We find w to be the most stable, with the next structure 0.246 eV higher.